Record 1
This record from the OMol25 dataset describes a 2-piece molecular cluster, C5H8O overall at a distorted geometry. The level of theory is ωB97M-V/def2-TZVPD.

## Properties
- Energy relative to the best compared isomer or geometry (same formula, charge and spin): 201.1 kJ/mol
- SMILES: C=C=O.C=CC
- Spin multiplicity: 1

Cartesian coordinates (Å):
C1 -1.661 1.499 0.160
C2 -1.992 0.262 -0.010
O1 -2.467 -0.791 -0.144
H1 -2.338 2.134 0.705
H2 -0.738 1.930 -0.161
C3 0.353 -1.692 0.322
C4 0.558 -0.598 -0.387
C5 1.719 0.317 -0.160
H3 -0.458 -2.367 0.117
H4 0.985 -1.949 1.156
H5 -0.043 -0.381 -1.258
H6 2.493 0.105 -0.901
H7 2.144 0.166 0.828
H8 1.443 1.365 -0.269



Record 2
This record from the OMol25 dataset describes C5H8O as an isolated structure. The level of theory is ωB97M-V/def2-TZVPD.

## Properties
- Energy relative to the best compared isomer or geometry (same formula, charge and spin): 566.1 kJ/mol
- Spin multiplicity: 1

Cartesian coordinates (Å):
C1 1.637 -0.250 0.454
C2 0.761 0.626 -0.424
C3 -0.500 0.157 -1.090
C4 -1.454 -0.841 0.345
O1 -1.185 -0.221 1.435
C5 -0.611 1.074 -0.088
H1 1.030 -0.824 1.154
H2 2.328 0.371 1.035
H3 2.230 -0.932 -0.164
H4 1.317 1.431 -0.920
H5 -0.901 0.051 -2.088
H6 -1.097 -1.882 0.207
H7 -2.406 -0.672 -0.189
H8 -1.149 1.911 0.334



Record 3
This record from the OMol25 dataset describes one molecule with the formula C5H8O at a distorted geometry. The level of theory is ωB97M-V/def2-TZVPD.

## Properties
- Energy relative to the best compared isomer or geometry (same formula, charge and spin): 456.4 kJ/mol
- Spin multiplicity: 1

Cartesian coordinates (Å):
C1 -1.735 -0.754 0.019
C2 -0.742 0.400 -0.056
O1 -0.249 0.941 1.155
C3 1.392 1.071 0.067
C4 1.584 -0.322 0.410
C5 0.601 0.108 -0.699
H1 -2.666 -0.465 0.516
H2 -1.312 -1.619 0.541
H3 -1.984 -1.066 -1.007
H4 -1.188 1.223 -0.627
H5 2.098 1.881 -0.194
H6 2.521 -0.866 0.332
H7 0.972 -0.445 1.307
H8 0.706 -0.088 -1.762



Record 4
This record from the OMol25 dataset describes one molecule with the formula C5H8O. The level of theory is ωB97M-V/def2-TZVPD.

## Properties
- Energy relative to the best compared isomer or geometry (same formula, charge and spin): 595.5 kJ/mol
- Spin multiplicity: 1

Cartesian coordinates (Å):
O1 -1.427 0.088 -1.635
C1 -1.931 1.159 -1.110
C2 -0.208 0.893 -0.694
C3 0.537 -0.370 -0.341
C4 1.426 -0.316 0.874
C5 0.162 -1.125 0.898
H1 -2.679 0.861 -0.309
H2 0.307 1.555 -1.383
H3 -0.463 1.388 0.260
H4 0.886 -0.950 -1.190
H5 2.379 -0.834 0.830
H6 1.450 0.608 1.448
H7 0.237 -2.208 0.871
H8 -0.675 -0.751 1.483



Record 5
This record from the OMol25 dataset describes one molecule with the formula C5H8O. The level of theory is ωB97M-V/def2-TZVPD.

## Properties
- Energy relative to the best compared isomer or geometry (same formula, charge and spin): 539.6 kJ/mol
- Spin multiplicity: 1

Cartesian coordinates (Å):
C1 1.362 1.037 0.234
C2 0.675 1.285 -1.090
C3 0.456 0.011 -0.363
C4 -1.636 -1.512 -0.351
C5 -1.031 -1.349 0.999
O1 -0.826 -0.125 0.235
H1 0.985 1.588 1.090
H2 2.430 0.840 0.247
H3 1.255 1.249 -2.007
H4 -0.151 1.990 -1.094
H5 0.827 -0.927 -0.764
H6 -2.664 -1.116 -0.261
H7 -1.589 -1.112 1.908
H8 -0.090 -1.860 1.217



Record 6
This record from the OMol25 dataset describes one molecule with the formula C5H8O. The level of theory is ωB97M-V/def2-TZVPD.

## Properties
- Energy relative to the best compared isomer or geometry (same formula, charge and spin): 258.6 kJ/mol
- SMILES: CCC=C=CO
- Spin multiplicity: 1

Cartesian coordinates (Å):
C1 2.130 0.042 -0.410
C2 0.805 0.192 -1.133
C3 -0.467 -0.175 -0.450
C4 -0.831 -0.531 0.765
C5 -2.005 -0.600 1.373
O1 -2.596 0.474 1.942
H1 2.359 -1.006 -0.196
H2 2.923 0.443 -1.050
H3 2.138 0.598 0.534
H4 0.654 1.246 -1.410
H5 0.816 -0.357 -2.083
H6 -1.321 -0.054 -1.118
H7 -2.622 -1.489 1.421
H8 -1.985 1.218 1.815



Number 1: orbital gap 10.24 eV, HOMO energy -9.2 eV, E_tot -270.481307 Ha. Number 2: orbital gap 8.32 eV, HOMO energy -8.3 eV, E_tot -270.342291 Ha. Number 3: orbital gap 9.31 eV, HOMO energy -9.1 eV, E_tot -270.384072 Ha. Number 4: orbital gap 8.34 eV, HOMO energy -7.7 eV, E_tot -270.331074 Ha. Number 5: orbital gap 9.26 eV, HOMO energy -8.2 eV, E_tot -270.352383 Ha. Number 6: orbital gap 9.48 eV, HOMO energy -8.7 eV, E_tot -270.459415 Ha.